This record from the Open Molecules 2025 dataset describes a molecular structure, C29H31Cl3Ge2HfNO5 at a distorted geometry. The level of theory is ωB97M-V with the def2-TZVPD basis set.

Last column: Mulliken charge in e.
Atoms and positions in Å:
Hf: 1.1902 0.6462 -0.4629  -0.69
Ge: -0.9014 -0.5822 0.9252  0.72
Ge: -0.9272 -0.1072 -1.8472  0.91
Cl: 3.9053 6.8541 -2.6358  -0.19
Cl: 0.4938 2.6514 -2.2848  -0.18
Cl: 5.5059 2.0881 -0.6874  -0.17
O: 1.9733 -1.1622 -0.4909  -0.74
O: 0.7000 2.2219 0.5724  -0.58
O: 2.7598 1.2549 -1.3834  -0.67
O: 1.2673 3.7285 2.1470  -0.60
O: 3.8691 -2.3044 -0.0708  -0.60
N: 2.4337 0.5825 1.2431  1.32
C: 3.0306 2.5442 -1.5997  -0.50
C: -4.3060 -3.3759 2.6464  -1.21
C: 3.5615 5.2178 -2.2286  0.35
C: 2.5411 1.7125 1.9419  0.45
C: 2.2867 4.7144 -2.4394  -0.92
C: -2.0627 -1.6194 -1.3570  -0.09
C: -2.1328 1.1705 -2.8352  -0.70
C: 3.6266 1.9188 2.7700  -0.80
C: 4.2903 3.1048 -1.3688  0.49
C: 0.5861 -0.5805 -3.1299  -0.17
C: -3.3899 -2.5643 1.9997  0.68
C: -2.1986 -1.7854 -0.0335  -0.07
C: -3.1447 -2.6926 0.6322  0.32
C: -3.4565 0.5051 -3.2050  -1.34
C: 0.0409 -1.5294 -4.2002  -1.43
C: 2.0518 3.3981 -2.1074  1.19
C: 4.6135 0.9343 2.7969  -0.49
C: -3.8530 -3.6688 -0.0761  -0.75
C: -4.7697 -4.4795 0.5679  -0.74
C: -2.7126 0.6517 3.0004  -1.39
C: -1.6457 0.9776 1.9578  -0.41
C: 1.4237 2.6863 1.5819  0.10
C: 4.5599 4.4240 -1.6816  -0.80
C: -5.0010 -4.3378 1.9302  -0.48
C: 0.3897 -1.6228 2.0961  -0.28
C: 3.4036 -0.3294 1.1909  0.91
C: -0.2735 -2.7850 2.8373  -1.31
C: 3.1180 -1.3949 0.1289  -0.04
C: 4.5301 -0.1882 1.9744  -0.68
H: -2.0331 1.6884 1.2273  0.40
H: -2.8559 -1.8016 2.5531  0.17
H: 0.9795 0.3251 -3.5888  0.40
H: -5.3111 -5.2275 0.0036  0.41
H: -4.0720 0.3168 -2.3257  0.36
H: -0.3171 -2.4589 -3.7572  0.38
H: -1.5871 1.4612 -3.7353  0.49
H: -2.6774 -2.1637 -2.0673  0.36
H: -3.6067 0.2214 2.5501  0.41
H: -4.0140 1.1615 -3.8739  0.41
H: 0.8361 -1.7763 -4.9028  0.41
H: -5.7186 -4.9757 2.4280  0.41
H: -2.3404 -0.0344 3.7636  0.32
H: -3.6785 -3.8039 -1.1351  0.41
H: -0.7818 -1.0725 -4.7529  0.37
H: 5.3184 -0.9260 1.9203  0.59
H: -0.8376 -3.4226 2.1584  0.35
H: -3.2952 -0.4439 -3.7176  0.30
H: 0.8191 -0.9100 2.8019  0.41
H: 5.5454 4.8293 -1.5020  0.47
H: 5.4763 1.0644 3.4365  0.48
H: 1.1823 -2.0205 1.4770  0.25
H: 1.4015 -1.0787 -2.6108  0.47
H: -0.7936 1.4486 2.4464  0.27
H: -4.4826 -3.2608 3.7080  0.43
H: 3.7003 2.8267 3.3519  0.61
H: -3.0029 1.5759 3.5018  0.43
H: -2.3090 2.0717 -2.2470  0.54
H: 1.5070 5.3394 -2.8509  0.49
H: -0.9376 -2.4400 3.6287  0.31
H: 0.5090 -3.3912 3.2957  0.46

Calculated values
- spin multiplicity = 1
- HOMO-LUMO gap (eV) = 6.360
- net charge = +1

=====

This record from the Open Molecules 2025 dataset describes C29H31ClN6O6 in the gas phase at a distorted geometry. The level of theory is ωB97M-V with the def2-TZVPD basis set.

Last column: Mulliken charge in e.
Atoms and positions in Å:
Cl: 0.6315 -3.8160 1.6856  -0.21
O: 0.3015 0.0623 4.7409  -0.44
O: 1.7263 2.6936 1.7372  -0.69
O: -2.4486 -1.5706 -5.7582  -0.49
O: -0.3364 2.6496 -1.6890  -0.15
O: -2.1418 -2.5315 -3.0387  -0.58
O: -2.4518 1.1373 2.0374  -0.71
N: 1.1110 0.5275 1.7318  0.13
N: 1.6255 0.3921 -1.1846  -0.05
N: 3.1493 1.8109 -1.8553  -1.12
N: -1.1052 0.8948 0.2404  1.54
N: 2.4511 1.5138 -2.8884  -0.35
N: 2.6592 1.1402 -0.8442  0.92
C: -0.9382 -1.7709 4.9387  -0.73
C: 0.4912 0.0463 -3.3247  -0.08
C: 3.1379 1.2164 0.5041  -0.88
C: 1.5021 0.6413 -2.4880  0.13
C: 1.6943 -2.9815 2.7682  0.82
C: -1.3487 0.9818 1.5588  -0.58
C: -1.3240 -1.5498 -3.5441  1.53
C: 0.2516 3.8400 -1.1761  -0.19
C: -1.7268 2.6205 -1.3822  -0.02
C: -0.0519 -0.9438 5.5539  -0.76
C: -1.5225 -1.1196 -4.8731  0.40
C: -0.1067 0.8566 2.4702  1.18
C: 1.3065 -0.8753 1.4413  -1.46
C: -2.0843 1.2615 -0.7549  -1.08
C: 1.9555 -1.6273 2.5784  0.10
C: -0.3603 -0.1133 3.5766  -0.43
C: -1.1394 -1.2312 3.6461  -0.38
C: -0.9015 4.7941 -0.8806  -0.80
C: -3.3387 -2.6169 -5.4386  -0.69
C: 3.1167 -3.0425 4.6893  -0.52
C: 2.2639 -3.6889 3.8126  -0.63
C: -1.9920 3.8140 -0.4591  -0.63
C: -0.3171 -0.9601 -2.7982  -0.42
C: 1.9371 1.5433 1.4081  1.07
C: 0.2968 0.4701 -4.6324  -1.09
C: 2.8215 -1.0022 3.4664  -0.26
C: 3.3970 -1.6989 4.5137  -0.99
C: -0.6990 -0.1144 -5.3828  -0.68
C: -1.9584 -2.9435 -1.7064  -0.85
H: -1.7903 -1.6094 2.8851  0.66
H: 0.3851 -0.9603 6.5323  0.54
H: 3.0305 0.0510 3.3495  0.34
H: 3.5579 -3.5901 5.5074  0.41
H: 0.9536 4.2153 -1.9241  0.37
H: -0.1330 -1.2734 -1.7838  0.52
H: -2.9982 4.2071 -0.5820  0.48
H: -2.7119 -3.7115 -1.5374  0.32
H: 2.0356 -4.7358 3.9364  0.46
H: 0.0540 1.8513 2.9092  0.71
H: -3.0615 1.3166 -0.2718  0.67
H: -2.0928 0.4987 -1.5379  0.04
H: -0.8779 0.1914 -6.4014  0.44
H: -3.9267 -2.7721 -6.3431  0.31
H: 0.9202 1.2496 -5.0378  0.53
H: 1.8869 -1.0003 0.5248  1.32
H: 3.6380 0.2876 0.7915  0.35
H: -0.6485 5.5135 -0.1065  0.39
H: 0.8013 3.6146 -0.2525  -0.02
H: -2.1184 -2.1208 -1.0017  0.23
H: -2.8076 -3.5371 -5.1877  0.25
H: -1.8528 3.5166 0.5812  0.10
H: 3.8423 2.0494 0.5496  0.36
H: 0.3212 -1.3090 1.2496  0.00
H: -0.9646 -3.3739 -1.5473  0.37
H: -1.3936 -2.6494 5.3463  0.51
H: -1.1973 5.3254 -1.7861  0.28
H: 4.0606 -1.1885 5.1943  0.41
H: -2.2868 2.7262 -2.3237  0.41
H: -0.1572 0.8547 -0.1178  -0.88
H: -4.0024 -2.3469 -4.6149  0.24

Calculated values
- spin multiplicity = 1
- HOMO-LUMO gap (eV) = 8.562
- net charge = 0
- energy relative to the best compared isomer or geometry (same formula, charge and spin) (eV) = 0.2781
- SMILES string = COc1ccc(-c2nnn(CC(=O)N(Cc3ccccc3Cl)[C@@H](C(=O)NC[C@H]3CCCO3)c3ccco3)n2)cc1OC